The following is a quantum chemistry calculation of an isolated ion of composition C6H10NO and charge +1, from the OMol25 dataset.

```
18
Properties=species:S:1:pos:R:3:mulliken_charge:R:1
C 1.18 1.96 0.71 -0.7636
C 0.70 0.79 0.42 0.1818
C -0.29 0.05 -0.36 -0.0853
C -1.73 -0.24 0.39 0.8832
C -2.89 0.25 -0.48 -1.2975
O -1.68 -0.68 1.48 -0.5026
N 0.77 -0.64 0.43 -0.0349
C 2.01 -1.45 0.19 -0.7448
H 2.01 1.99 1.51 0.2278
H 0.72 2.89 0.30 0.2652
H -0.48 -0.07 -1.48 0.3483
H -3.95 0.18 0.10 0.3202
H -3.02 -0.42 -1.37 0.3617
H -2.75 1.21 -0.68 0.4473
H 0.16 -0.90 1.30 0.4244
H 2.64 -0.81 -0.53 0.3247
H 2.61 -1.60 1.07 0.3319
H 1.65 -2.38 -0.45 0.3124
```

As for the energy: -364.23358 Eh. The energy above the lowest of the compared OMol25 structures with the same formula, charge and spin is 71.3 kcal/mol. Its SMILES is C=C1[C@H](C(C)=O)[N@H+]1C. The largest force on an atom is 7.4 eV/A. The HOMO energy is -0.529 hartree. As for the charge: +1.